[1]
Below is C32H33AsN3O7PSTi as an isolated structure, with properties calculated with ωB97M-V/def2-TZVPD.

As for the energy above the lowest of the compared OMol25 structures with the same formula, charge and spin: 2.637 eV. The spin multiplicity is 2. The LUMO energy (alpha / beta) comes out at 2.09 / 2.09 eV. As for the total energy: -5754.97632 Ha. The total charge is -1. The gap between HOMO and LUMO (alpha / beta) comes out at 4.1 / 7.2 eV.

Element x y z (Å)
Ti (0.35, 0.30, 0.19)
C (-0.89, -6.35, -1.86)
C (-1.00, -4.97, -1.99)
C (-0.25, -4.13, -1.19)
C (0.63, -4.66, -0.24)
C (0.73, -6.04, -0.11)
C (-0.02, -6.89, -0.92)
P (1.60, -3.57, 0.87)
C (0.31, -3.03, 2.06)
C (-1.06, -3.28, 1.91)
C (-1.95, -2.96, 2.93)
C (-1.49, -2.40, 4.11)
C (-0.13, -2.18, 4.28)
C (0.75, -2.51, 3.27)
C (2.20, -2.33, -0.41)
C (3.24, -2.96, -1.11)
C (4.04, -2.26, -2.01)
C (3.81, -0.91, -2.19)
C (2.77, -0.29, -1.51)
C (1.93, -0.97, -0.61)
H (-1.48, -7.00, -2.49)
H (-1.69, -4.55, -2.71)
H (-0.36, -3.05, -1.26)
H (1.41, -6.46, 0.63)
H (0.07, -7.96, -0.81)
H (-1.45, -3.66, 0.98)
H (-3.01, -3.07, 2.76)
H (-2.20, -2.13, 4.88)
H (0.24, -1.75, 5.21)
H (1.81, -2.36, 3.43)
H (3.44, -4.01, -0.94)
H (4.83, -2.77, -2.54)
H (4.43, -0.33, -2.88)
H (2.59, 0.76, -1.70)
C (0.02, 2.16, 3.74)
C (-1.03, 1.34, 3.08)
N (-0.93, 0.66, 1.98)
C (-2.12, -0.05, 1.79)
C (-2.99, 0.24, 2.87)
N (-2.28, 1.20, 3.64)
C (-4.21, -0.29, 3.34)
O (-4.77, 0.45, 4.42)
O (-4.80, -1.30, 2.99)
C (-2.14, -0.95, 0.68)
O (-3.08, -1.56, 0.21)
O (-0.88, -1.07, 0.14)
H (0.76, 2.47, 3.01)
H (0.52, 1.57, 4.52)
H (-0.42, 3.05, 4.21)
H (-2.43, 1.29, 4.63)
H (-4.62, 1.39, 4.24)
C (-0.01, 5.65, -0.16)
As (-0.31, 3.74, -0.45)
C (-2.04, 3.55, 0.41)
C (-0.44, 3.76, -2.37)
S (1.41, 2.89, 0.45)
H (-0.79, 6.24, -0.65)
H (0.96, 5.92, -0.57)
H (-0.01, 5.86, 0.91)
H (-2.60, 4.48, 0.27)
H (-1.87, 3.38, 1.47)
H (-2.57, 2.70, -0.01)
H (-1.31, 4.37, -2.64)
H (-0.53, 2.75, -2.75)
H (0.46, 4.23, -2.75)
O (1.80, 0.19, 2.04)
N (3.11, 0.25, 1.92)
C (3.73, 1.45, 1.99)
C (5.09, 1.55, 1.82)
C (5.84, 0.41, 1.58)
C (5.19, -0.82, 1.55)
C (3.83, -0.87, 1.73)
H (3.07, 2.29, 2.17)
H (5.54, 2.53, 1.87)
H (6.91, 0.47, 1.43)
H (5.72, -1.74, 1.38)
H (3.28, -1.80, 1.73)
O (-0.82, 1.47, -0.80)
O (0.24, 0.89, -1.55)

[2]
Below is a 2-piece molecular cluster, C3H11N3O overall, with properties calculated with ωB97M-V/def2-TZVPD.

As for the energy above the lowest of the compared OMol25 structures with the same formula, charge and spin: 3.044 eV. The LUMO energy comes out at 0.83 eV. As for the total energy: -360.32552 Ha. The total charge is 0. The gap between HOMO and LUMO comes out at 9.5 eV.

Element x y z (Å)
H (1.09, -2.17, -0.70)
N (1.14, -1.36, -0.09)
C (1.18, -0.24, -0.69)
O (1.32, 0.93, -0.07)
C (2.20, 1.00, 1.05)
H (1.08, -0.09, -1.78)
H (2.12, 0.10, 1.66)
H (3.23, 1.11, 0.68)
H (1.92, 1.88, 1.62)
C (-1.69, -0.07, -1.18)
N (-1.78, -0.88, 0.03)
N (-1.83, -0.11, 1.22)
H (-1.54, -0.70, -2.04)
H (-0.99, 0.78, -1.13)
H (-2.72, 0.33, -1.23)
H (-0.87, -1.44, 0.12)
H (-2.75, 0.30, 1.30)
H (-1.12, 0.62, 1.23)

[3]
Below is one molecule with the formula C8H12, with properties calculated with ωB97M-V/def2-TZVPD.

As for the energy above the lowest of the compared OMol25 structures with the same formula, charge and spin: 3.939 eV. The LUMO energy comes out at 1.23 eV. As for the total energy: -311.84166 Ha. The total charge is 0. The gap between HOMO and LUMO comes out at 9.9 eV.

Element x y z (Å)
C (1.90, 0.35, 0.44)
C (1.76, -1.12, 0.05)
C (0.43, -0.71, -0.69)
C (0.79, 0.81, -0.44)
C (-0.57, 1.45, 0.17)
C (-1.58, 0.45, -0.36)
C (-2.47, -0.74, 0.20)
C (-0.95, -0.71, 0.21)
H (1.66, 0.49, 1.51)
H (2.89, 0.69, 0.18)
H (2.52, -1.24, -0.69)
H (1.84, -2.05, 0.82)
H (0.39, -1.15, -1.62)
H (1.10, 1.46, -1.27)
H (-0.59, 1.54, 1.28)
H (-0.68, 2.44, -0.20)
H (-1.62, 0.56, -1.45)
H (-3.00, -1.25, -0.58)
H (-3.08, -0.77, 1.14)
H (-0.74, -0.49, 1.30)

[4]
Below is a 2-piece molecular cluster, CHF3N3 overall, with properties calculated with ωB97M-V/def2-TZVPD.

As for the energy above the lowest of the compared OMol25 structures with the same formula, charge and spin: 3.148 eV. The LUMO energy (alpha / beta) comes out at -8.29 / -8.29 eV. As for the total energy: -501.93497 Ha. The total charge is +1. The gap between HOMO and LUMO (alpha / beta) comes out at 7.3 / 7.3 eV.

Element x y z (Å)
C (1.82, 0.10, 0.32)
N (1.55, -0.90, -0.45)
N (0.78, -0.63, 0.66)
N (-1.46, 0.19, -0.13)
F (2.54, 1.10, 0.75)
F (-1.12, 0.38, -1.44)
F (-1.91, -1.09, -0.06)
H (-2.21, 0.85, 0.37)

[5]
Below is C4H4N2OS as an isolated structure, with properties calculated with ωB97M-V/def2-TZVPD.

As for the energy above the lowest of the compared OMol25 structures with the same formula, charge and spin: 5.370 eV. The LUMO energy comes out at -0.97 eV. As for the total energy: -737.57211 Ha. The total charge is 0. The gap between HOMO and LUMO comes out at 8.1 eV.

Element x y z (Å)
C (-1.24, -1.01, -0.05)
C (1.05, 0.14, -0.11)
C (0.60, 1.45, -0.07)
C (0.35, 2.66, 0.16)
H (1.87, -1.75, -0.02)
H (-1.49, -2.09, 0.43)
H (-2.94, -0.06, -0.38)
H (-0.02, 3.70, 0.52)
N (0.21, -0.90, -0.13)
N (-1.96, 0.07, -0.36)
O (0.85, -2.08, 0.23)
S (2.72, -0.14, -0.22)

[6]
Below is C30H27MgN19O4S as an isolated structure, with properties calculated with ωB97M-V/def2-TZVPD.

As for the energy above the lowest of the compared OMol25 structures with the same formula, charge and spin: 4.041 eV. The LUMO energy comes out at 3.79 eV. As for the total energy: -3099.23576 Ha. The total charge is -2. The gap between HOMO and LUMO comes out at 6.4 eV.

Element x y z (Å)
Mg (-1.23, 2.04, 1.35)
C (5.64, -1.81, 0.14)
C (4.22, -1.70, 0.64)
C (3.16, -2.31, -0.24)
C (1.67, -2.07, 0.13)
C (1.47, -1.42, 1.49)
C (2.51, -1.06, 2.24)
C (3.89, -1.11, 1.78)
S (-0.16, -1.26, 2.32)
O (-1.08, -2.02, 1.49)
O (0.14, -1.81, 3.63)
N (-0.58, 0.24, 2.41)
C (0.30, 1.05, 3.31)
C (1.31, 1.81, 2.44)
O (2.52, 1.81, 2.67)
O (0.73, 2.43, 1.47)
H (5.69, -1.64, -0.94)
H (6.06, -2.80, 0.33)
H (6.28, -1.08, 0.64)
H (3.32, -1.88, -1.23)
H (1.17, -3.04, 0.20)
H (2.33, -0.67, 3.23)
H (4.65, -0.65, 2.40)
H (0.78, 0.46, 4.09)
H (-0.33, 1.80, 3.81)
N (-3.57, 4.56, 2.20)
C (-2.49, 4.98, 1.44)
N (-2.41, 6.21, 0.97)
N (-1.24, 6.20, 0.28)
N (-0.68, 5.04, 0.35)
N (-1.46, 4.22, 1.09)
C (-3.53, 3.43, 3.01)
N (-4.43, 3.23, 3.96)
N (-4.08, 2.03, 4.47)
N (-3.05, 1.55, 3.86)
N (-2.66, 2.43, 2.90)
H (-4.17, 5.29, 2.53)
N (0.79, 2.81, -1.22)
C (-0.46, 2.85, -1.69)
N (-0.68, 3.40, -2.89)
C (-1.93, 3.33, -3.31)
N (-2.21, 3.90, -4.53)
N (-2.95, 2.72, -2.69)
C (-2.62, 2.22, -1.51)
N (-1.44, 2.27, -0.95)
C (-3.68, 1.47, -0.76)
C (-4.87, 1.09, -1.36)
C (-5.74, 0.30, -0.63)
C (-5.40, -0.07, 0.66)
C (-4.20, 0.37, 1.19)
N (-3.36, 1.13, 0.49)
H (1.42, 3.46, -1.66)
H (0.93, 2.63, -0.21)
H (-1.55, 4.60, -4.82)
H (-3.18, 4.12, -4.67)
H (-5.07, 1.40, -2.37)
H (-6.68, -0.02, -1.06)
H (-6.05, -0.69, 1.26)
H (-3.88, 0.13, 2.20)
C (-1.59, -1.73, -2.12)
C (-1.27, -0.88, -0.98)
N (-0.10, -0.60, -0.61)
C (1.04, -1.34, -1.10)
C (0.79, -2.28, -2.28)
C (-0.58, -2.30, -2.78)
C (1.62, -3.11, -2.96)
C (2.87, -3.84, -2.79)
C (3.57, -4.28, -1.71)
C (4.44, -5.43, -1.79)
C (4.88, -6.02, -0.67)
N (4.57, -5.57, 0.61)
C (3.93, -4.46, 0.65)
N (3.51, -3.74, -0.43)
H (-2.62, -1.84, -2.44)
H (-2.08, -0.41, -0.43)
H (1.79, -0.59, -1.40)
H (-0.78, -2.90, -3.67)
H (1.15, -3.47, -3.88)
H (3.16, -4.37, -3.69)
H (4.65, -5.85, -2.76)
H (5.49, -6.92, -0.71)
H (3.71, -4.00, 1.61)

[7]
Below is a 2-piece molecular cluster, C3H8NP overall, with properties calculated with ωB97M-V/def2-TZVPD.

As for the energy above the lowest of the compared OMol25 structures with the same formula, charge and spin: 2.297 eV. The spin multiplicity is 3. The LUMO energy (alpha / beta) comes out at -0.26 / -1.81 eV. As for the total energy: -514.97150 Ha. The total charge is 0. The gap between HOMO and LUMO (alpha / beta) comes out at 6.1 / 7.6 eV.

Element x y z (Å)
C (-0.34, -1.36, -0.55)
C (1.49, 0.17, 0.07)
C (0.01, -0.01, 0.12)
N (-0.88, 1.01, -0.30)
P (-1.62, 1.81, 0.80)
H (0.52, -2.01, -0.69)
H (-1.24, -1.82, -0.11)
H (-0.76, -1.03, -1.55)
H (1.95, 0.88, 0.80)
H (1.92, 0.40, -0.93)
H (1.83, -0.82, 0.30)
H (-0.52, 0.06, 2.09)
H (-2.38, 2.70, -0.06)

[8]
Below is C40H31NO5RhS3 as an isolated structure, with properties calculated with ωB97M-V/def2-TZVPD.

As for the energy above the lowest of the compared OMol25 structures with the same formula, charge and spin: 0.210 eV. The spin multiplicity is 5. The LUMO energy (alpha / beta) comes out at -2.48 / -5.71 eV. As for the total energy: -3278.52085 Ha. The total charge is +1. The gap between HOMO and LUMO (alpha / beta) comes out at 8.3 / 5.1 eV.

Element x y z (Å)
Rh (-0.20, 1.44, 0.50)
C (8.58, 0.77, 0.37)
C (7.10, 0.58, 0.31)
C (6.50, -0.05, -0.78)
C (5.12, -0.22, -0.83)
C (4.35, 0.22, 0.23)
C (4.91, 0.86, 1.32)
C (6.28, 1.04, 1.35)
S (2.59, -0.03, 0.13)
O (1.99, 1.06, 1.02)
C (2.39, -1.63, 0.92)
C (2.31, -2.66, -0.05)
C (2.18, -3.96, 0.34)
C (2.08, -4.28, 1.71)
C (1.90, -5.63, 2.13)
C (1.77, -5.93, 3.45)
C (1.80, -4.90, 4.42)
C (1.98, -3.60, 4.05)
C (2.12, -3.25, 2.68)
C (2.31, -1.90, 2.26)
C (2.42, -0.86, 3.34)
C (3.63, -0.74, 4.07)
C (4.78, -1.51, 3.76)
C (5.93, -1.36, 4.47)
C (6.00, -0.42, 5.53)
C (4.91, 0.33, 5.86)
C (3.70, 0.19, 5.14)
C (2.55, 0.94, 5.49)
C (1.38, 0.79, 4.79)
C (1.33, -0.11, 3.71)
S (-0.13, -0.35, 2.71)
O (-0.81, -1.60, 3.07)
C (-1.15, 1.02, 3.19)
C (-0.72, 2.32, 2.90)
C (-1.62, 3.38, 3.01)
C (-2.94, 3.15, 3.39)
C (-3.92, 4.28, 3.50)
C (-3.33, 1.84, 3.67)
C (-2.46, 0.78, 3.57)
H (9.07, 0.41, -0.53)
H (9.00, 0.24, 1.23)
H (8.83, 1.83, 0.49)
H (7.11, -0.39, -1.60)
H (4.66, -0.69, -1.69)
H (4.29, 1.24, 2.12)
H (6.74, 1.54, 2.20)
H (2.35, -2.40, -1.10)
H (2.12, -4.75, -0.40)
H (1.87, -6.40, 1.38)
H (1.64, -6.95, 3.77)
H (1.69, -5.15, 5.47)
H (1.99, -2.82, 4.80)
H (4.73, -2.22, 2.94)
H (6.80, -1.95, 4.22)
H (6.92, -0.32, 6.09)
H (4.95, 1.04, 6.67)
H (2.60, 1.62, 6.33)
H (0.50, 1.35, 5.08)
H (0.33, 2.53, 2.70)
H (-1.29, 4.38, 2.79)
H (-3.49, 5.21, 3.14)
H (-4.22, 4.43, 4.54)
H (-4.82, 4.07, 2.92)
H (-4.36, 1.65, 3.97)
H (-2.77, -0.24, 3.74)
S (0.55, 2.07, -1.63)
C (0.16, 3.66, -0.98)
C (-1.16, 4.06, -0.75)
C (-1.41, 5.31, -0.23)
C (-0.36, 6.16, 0.09)
C (0.96, 5.76, -0.13)
C (1.23, 4.52, -0.68)
H (-1.98, 3.39, -1.00)
H (-2.43, 5.63, -0.07)
H (-0.56, 7.14, 0.50)
H (1.78, 6.43, 0.10)
H (2.25, 4.21, -0.87)
O (-3.51, -0.35, -0.21)
N (-2.50, 0.23, 0.00)
O (-2.44, 1.47, 0.32)
O (-1.35, -0.34, -0.07)

[9]
Below is a 2-piece molecular cluster, C4H13NO overall, with properties calculated with ωB97M-V/def2-TZVPD.

As for the energy above the lowest of the compared OMol25 structures with the same formula, charge and spin: 1.640 eV. The LUMO energy comes out at 0.75 eV. As for the total energy: -290.13667 Ha. The total charge is 0. The gap between HOMO and LUMO comes out at 9.5 eV.

Element x y z (Å)
C (0.09, -0.90, -1.78)
C (-0.75, 0.01, -0.85)
C (-0.10, 1.36, -0.46)
C (-1.24, 2.52, -0.32)
N (0.82, 1.30, 0.61)
H (1.17, -0.81, -1.67)
H (-0.13, -0.75, -2.83)
H (-0.25, -1.88, -1.52)
H (-1.92, -0.11, -1.20)
H (-0.89, -0.64, 0.14)
H (0.46, 1.75, -1.30)
H (-0.79, 3.32, 0.23)
H (-1.92, 2.08, 0.38)
H (-1.61, 2.81, -1.32)
H (1.46, 2.02, 0.52)
H (0.60, 1.03, 1.63)
O (1.62, -4.69, 3.04)
H (1.83, -3.79, 2.65)
H (1.55, -4.63, 4.04)

[10]
Below is a 2-piece molecular cluster, C6H14N2O2 overall, with properties calculated with ωB97M-V/def2-TZVPD.

As for the energy above the lowest of the compared OMol25 structures with the same formula, charge and spin: 1.009 eV. The LUMO energy comes out at 0.58 eV. As for the total energy: -497.02045 Ha. The total charge is 0. The gap between HOMO and LUMO comes out at 9.9 eV.

Element x y z (Å)
C (1.07, -2.43, 0.69)
N (1.69, -1.33, 1.45)
C (1.99, -0.17, 0.87)
C (2.54, 0.93, 1.77)
O (1.82, 0.03, -0.35)
H (1.84, -2.68, -0.14)
H (0.94, -3.33, 1.33)
H (0.16, -2.13, 0.21)
H (1.93, -1.45, 2.43)
H (2.39, 1.90, 1.28)
H (2.01, 0.97, 2.69)
H (3.64, 0.84, 1.84)
C (-0.83, 2.16, -1.67)
N (-1.15, 1.15, -0.64)
C (-2.14, 0.26, -0.83)
C (-2.36, -0.79, 0.26)
O (-2.82, 0.24, -1.86)
H (-1.75, 2.64, -1.91)
H (-0.06, 2.85, -1.37)
H (-0.43, 1.69, -2.65)
H (-0.72, 1.25, 0.24)
H (-2.91, -1.63, -0.15)
H (-1.45, -1.21, 0.61)
H (-2.98, -0.33, 1.05)

[11]
Below is one molecule with the formula C8H12NOP, with properties calculated with ωB97M-V/def2-TZVPD.

As for the energy above the lowest of the compared OMol25 structures with the same formula, charge and spin: 4.328 eV. The LUMO energy comes out at 0.56 eV. As for the total energy: -783.19831 Ha. The total charge is 0. The gap between HOMO and LUMO comes out at 8.6 eV.

Element x y z (Å)
C (2.39, -2.63, -0.88)
C (1.60, -1.73, -0.74)
C (0.82, -0.59, -0.52)
C (-0.41, -0.49, -1.00)
C (-1.23, 0.77, -0.92)
C (-2.30, 0.64, 0.27)
C (-3.13, -0.63, 0.11)
O (-2.38, 1.41, 1.18)
N (1.63, 0.53, 0.30)
C (1.46, 0.32, 1.72)
P (1.86, 2.08, -0.28)
H (3.13, -3.26, -1.29)
H (-0.69, -1.32, -1.64)
H (-1.74, 0.85, -1.83)
H (-0.74, 1.77, -0.66)
H (-2.60, -1.51, 0.07)
H (-3.69, -0.71, -0.79)
H (-3.83, -0.75, 1.00)
H (1.03, -0.65, 1.86)
H (2.25, 0.62, 2.33)
H (0.80, 1.06, 2.24)
H (2.96, 2.36, 0.69)
H (2.81, 1.85, -1.24)

[12]
Below is CH3GdMgO2 as an isolated structure, with properties calculated with ωB97M-V/def2-TZVPD.

As for the energy above the lowest of the compared OMol25 structures with the same formula, charge and spin: 8.132 eV. The spin multiplicity is 8. The LUMO energy (alpha / beta) comes out at 0.07 / -2.43 eV. As for the total energy: -1155.73882 Ha. The total charge is 0. The gap between HOMO and LUMO (alpha / beta) comes out at 5.1 / 5.7 eV.

Element x y z (Å)
O (0.93, 1.07, 0.03)
C (0.17, 0.60, -1.02)
O (-0.69, -0.41, -0.56)
H (0.81, 0.21, -1.85)
H (-0.48, 1.39, -1.45)
Mg (0.22, -0.20, 1.34)
Gd (-1.55, -2.47, -0.03)
H (0.58, -0.19, 3.54)

Let's list F_max in order: 0.691 2.598 3.604 3.171 5.734 0.486 4.331 0.733 3.589 2.755 4.878 2.252 eV/Å.